Formula: C11H39BrN15O8Y
Source: the Open Molecules 2025 dataset
Level of theory: wB97M-V/def2-TZVPD

Output
Energy relative to the best compared isomer or geometry (same formula, charge and spin) in kJ/mol: 0.0
Total charge: +2
Energy in Eh: -4478.24735
F_max in eV Å⁻¹: 2.710
2S+1: 1

Each line ends with the Löwdin charge.
Positions of all 75 atoms, in Å:
Y  20.375  14.437  0.454  1.430
Br  20.367  16.857  2.153  0.057
C  20.555  17.344  -1.625  -0.633
O  20.211  16.313  -1.015  -0.147
N  20.978  18.422  -0.961  0.191
N  20.341  17.487  -2.960  0.184
H  20.926  18.298  0.050  0.020
H  21.228  19.300  -1.372  0.118
H  20.380  18.404  -3.365  0.111
H  19.908  16.740  -3.466  0.098
C  22.076  13.990  -2.694  -0.610
O  21.700  14.001  -1.515  -0.098
N  21.253  14.057  -3.755  0.199
N  23.383  13.761  -3.017  0.189
H  20.263  14.063  -3.593  0.104
H  21.625  14.193  -4.677  0.120
H  23.561  13.367  -3.923  0.110
H  24.106  13.714  -2.325  0.103
C  22.161  13.692  3.788  -0.629
O  21.167  13.871  3.091  -0.089
N  22.363  12.577  4.527  0.183
N  23.075  14.699  4.032  0.161
H  21.769  11.788  4.339  0.113
H  23.150  12.443  5.132  0.107
H  23.857  14.474  4.612  0.105
H  22.788  15.576  3.622  0.075
C  16.966  15.589  0.635  -0.618
O  18.020  15.069  0.209  -0.121
N  15.926  15.905  -0.155  0.196
N  16.938  16.103  1.887  0.173
H  15.832  15.473  -1.058  0.114
H  15.198  16.508  0.178  0.116
H  17.848  16.335  2.275  -0.007
H  16.112  16.210  2.444  0.112
C  18.098  12.905  2.621  -0.607
O  18.994  13.045  1.774  -0.116
N  17.035  12.099  2.453  0.204
N  18.168  13.532  3.823  0.198
H  16.237  12.159  3.055  0.119
H  17.033  11.517  1.635  0.091
H  19.000  14.028  4.099  0.100
H  17.353  13.607  4.402  0.111
C  22.193  11.415  0.656  -0.601
O  21.489  12.415  0.813  -0.081
N  21.756  10.173  0.958  0.198
N  23.461  11.443  0.176  0.201
H  20.848  10.081  1.379  0.117
H  22.297  9.342  0.826  0.114
H  23.945  12.302  -0.009  0.103
H  23.951  10.589  -0.006  0.109
C  23.755  15.674  0.492  -0.612
O  22.672  15.063  0.583  -0.144
N  24.670  15.743  1.478  0.202
N  24.041  16.324  -0.660  0.199
H  24.445  15.366  2.381  0.078
H  25.390  16.429  1.349  0.114
H  23.334  16.358  -1.369  0.100
H  24.878  16.876  -0.614  0.113
C  17.101  11.953  -0.883  -0.063
C  18.587  11.567  -0.883  -0.326
C  18.914  10.650  -2.057  -0.203
O  20.287  10.386  -1.971  -0.196
C  20.944  9.962  -3.134  -0.098
N  19.279  12.900  -1.202  0.005
H  16.820  12.398  -1.842  0.089
H  16.921  12.709  -0.120  0.050
H  16.348  11.173  -0.739  0.093
H  18.904  11.260  0.109  0.115
H  18.636  11.040  -3.051  0.137
H  18.274  9.754  -2.106  0.141
H  20.486  9.077  -3.592  0.097
H  21.982  9.676  -2.982  0.089
H  20.916  10.707  -3.939  0.084
H  18.651  13.315  -1.885  0.082
H  20.027  12.472  -1.750  0.053